#one
{
  "formula": "C3H10N4",
  "method": "ωB97M-V/def2-TZVPD",
  "homo_ev": -8.04,
  "orbital_gap_ev": 9.208,
  "smiles": "NNN(N)C1CC1",
  "charge": 0,
  "symbols": ["H", "N", "H", "H", "H", "N", "N", "H", "C", "H", "H", "N", "H", "C", "C", "H", "H"],
  "coordinates": [[3.07494, 0.54581, -0.04399], [1.34187, 0.86178, 0.78370], [1.57418, 0.38670, 1.62351], [-1.33919, 0.98413, -1.58473], [0.27374, -1.76035, -0.59870], [1.02051, -1.32701, -0.00820], [2.56084, 1.28717, 0.25237], [-2.63099, 1.29683, -0.33298], [-0.99209, 0.03547, 0.29238], [-1.15981, 0.01119, 1.43139], [1.16898, -1.71603, 0.91595], [0.64593, -0.01162, -0.02253], [-2.73669, -1.08312, 0.10814], [-1.91746, -0.82148, -0.44418], [-1.88069, 0.67901, -0.70605], [-1.59576, -1.35479, -1.30184], [2.59168, 1.98629, -0.36423]]
}


#two
{
  "formula": "C3H10N4",
  "method": "ωB97M-V/def2-TZVPD",
  "homo_ev": -6.59,
  "orbital_gap_ev": 7.001,
  "charge": 0,
  "symbols": ["N", "H", "H", "C", "C", "H", "H", "H", "H", "H", "N", "H", "H", "H", "N", "N", "C"],
  "coordinates": [[1.39253, -2.31274, 0.52234], [-2.15117, 0.74248, 1.33190], [-1.93416, -0.90767, 0.57809], [-1.51145, -0.12597, 1.19248], [1.08830, -0.01441, 0.09298], [-0.09783, 1.78291, -1.87545], [-1.14859, -0.49316, 2.14277], [2.25171, 1.37901, -0.57933], [-0.14001, 1.67559, 0.55614], [-1.01672, 0.26331, -1.86406], [-0.33231, 0.83652, 0.01664], [2.32124, -2.14547, 0.12951], [0.87314, -2.93108, -0.09910], [-1.74543, 1.76646, -1.23311], [0.73598, -1.11385, 0.67973], [2.23827, 0.41301, -0.27385], [-0.82350, 1.18504, -1.31766]]
}


What are the relative energies? In kJ/mol: #one 20.3; #two 0.0.


#one
{
  "formula": "C3H10N4",
  "method": "ωB97M-V/def2-TZVPD",
  "homo_ev": -8.10,
  "orbital_gap_ev": 9.106,
  "smiles": "[H]/N=C/N.N/C=C/N",
  "charge": 0,
  "symbols": ["N", "H", "C", "H", "H", "H", "H", "H", "N", "N", "H", "C", "H", "H", "C", "H", "N"],
  "coordinates": [[0.14665, 0.89635, 2.32382], [-2.69020, -1.70871, 0.27506], [-1.11579, -0.48113, 0.74332], [-0.28802, 1.71483, 1.84466], [0.84415, -1.14471, -1.89504], [2.11308, 1.43085, -1.49288], [-1.32566, 0.41423, 0.12201], [-0.08237, -1.25552, 2.48538], [-1.67871, -1.70441, 0.26944], [1.61626, -0.51640, -1.73310], [-1.34822, -1.90697, -0.71098], [1.33671, 0.82577, -1.87842], [2.35271, -0.79582, -1.11276], [0.13038, 1.02795, 3.37966], [-0.39062, -0.36426, 1.89263], [0.18515, 2.30310, -2.20748], [0.19451, 1.26487, -2.30531]]
}


#two
{
  "formula": "C3H10N4",
  "method": "ωB97M-V/def2-TZVPD",
  "homo_ev": -7.73,
  "orbital_gap_ev": 8.320,
  "charge": 0,
  "symbols": ["N", "C", "H", "N", "N", "H", "H", "H", "C", "H", "H", "C", "H", "N", "H", "H", "H"],
  "coordinates": [[-0.00862, 0.76356, -0.15142], [-1.56650, -1.48023, -0.45751], [-1.19772, -1.70135, -1.45780], [-0.63217, 1.85000, 0.52982], [2.15799, -0.65810, -0.75972], [3.09597, -1.00143, -0.60074], [-0.34470, 0.85950, -1.10938], [-1.96736, -2.40351, -0.02827], [-0.44122, -0.97327, 0.39964], [-2.39591, -0.77601, -0.52805], [-0.76693, -0.62382, 1.37840], [1.84547, 0.52554, -0.38550], [-0.43367, 1.78868, 1.52405], [2.34549, 1.50481, 0.22674], [1.63898, 2.21884, 0.38763], [-1.64612, 1.82717, 0.44609], [0.31703, -1.72040, 0.58603]]
}


#three
{
  "formula": "C3H10N4",
  "method": "ωB97M-V/def2-TZVPD",
  "homo_ev": -7.84,
  "orbital_gap_ev": 8.553,
  "smiles": "N=C(N)N.C=CN",
  "charge": 0,
  "symbols": ["H", "H", "H", "H", "H", "C", "C", "H", "N", "H", "H", "C", "N", "H", "H", "N", "N"],
  "coordinates": [[-0.87517, -3.67762, -0.31287], [-0.29202, 0.97701, 2.62834], [-0.27767, -0.12689, -1.82142], [1.68557, 1.08260, 1.36362], [0.66951, 3.82980, 0.47184], [1.17605, 2.90646, 0.38421], [1.02084, 1.94487, 1.32569], [1.94384, 2.77326, -0.34101], [0.07140, -1.36606, 0.16388], [-1.45191, -3.37527, -1.98038], [0.19961, -2.14275, 0.77584], [-0.39502, -1.83605, -0.97825], [-0.01229, 1.91639, 2.28615], [-1.29259, -1.18404, -2.67977], [-0.83140, 2.44410, 2.01599], [-0.89244, -3.10130, -1.14891], [-0.44632, -1.06451, -2.15295]]
}


What are the relative energies? In kJ/mol: #one 48.9; #two 370.3; #three 0.0.